# C18H23NO3

The molecule C18H23NO3 in a non-equilibrium geometry (ωB97M-V with the def2-TZVPD basis set, OMol25).

Results
Multiplicity: 1
SMILES string: Cc1c(O)ccc2c1[C@]1(CC=CCC1)[C@@H](N1CCOCC1)O2
F_max, eV/Å: 3.20
HOMO-LUMO gap, eV: 8.4139
DFT total energy, hartree: -980.127645
Energy above the lowest of the compared OMol25 structures with the same formula, charge and spin, kcal/mol: 69.0

Last column: Mulliken charge in e.
Atoms and positions in Å:
1 C 1.378 0.853 -0.803  -0.8885
2 H 2.504 -0.261 -3.924  0.4256
3 H 0.185 0.186 -4.512  0.3747
4 H -0.129 3.538 -1.185  0.3445
5 H -0.868 1.562 -2.612  0.4580
6 O -2.709 3.950 1.458  -0.5844
7 C -0.326 -1.126 -0.554  -0.9500
8 H -3.818 -0.380 1.440  0.4457
9 C -2.036 0.033 0.329  -0.2659
10 H 1.670 0.776 0.257  0.2390
11 C -0.397 3.531 -0.138  -1.6778
12 H -0.512 -1.581 2.269  0.3688
13 H 2.539 -1.358 2.396  0.3353
14 C -2.415 2.657 1.101  1.0450
15 H 2.580 -0.952 -1.297  0.1930
16 H 2.779 -3.330 0.870  0.3217
17 H -0.204 -1.720 -1.494  0.5154
18 C 0.725 -3.078 0.336  -0.6913
19 O 1.640 -3.206 2.635  -0.4028
20 C 0.444 -1.202 1.920  -0.5676
21 C -1.331 2.366 0.231  0.5451
22 H -1.478 -0.107 -2.641  0.5182
23 H 1.434 1.924 -1.080  0.5993
24 C -0.085 0.348 -0.970  2.6987
25 C -0.590 0.522 -2.421  -0.8314
26 H 1.690 -4.740 1.336  0.3478
27 N 0.598 -1.613 0.467  0.6340
28 H 3.287 0.555 -1.790  0.5360
29 H 0.446 -0.115 1.945  0.3723
30 C 2.347 0.026 -1.698  -0.8033
31 H 1.438 -1.529 3.806  0.3546
32 C -3.132 0.386 1.082  -1.2984
33 H 0.530 3.435 0.468  0.3158
34 H -4.213 1.934 2.045  0.2604
35 O -1.667 -1.215 -0.039  -0.5276
36 C 1.591 -1.787 2.747  -0.7993
37 H -0.846 4.499 0.096  0.4193
38 C -3.341 1.684 1.453  -0.7825
39 C 1.807 -3.661 1.282  -0.6781
40 C 1.812 -0.067 -3.104  -0.4731
41 C 0.493 0.207 -3.442  -0.6231
42 H 1.033 -3.346 -0.691  0.3328
43 H -3.502 3.940 2.033  0.2831
44 C -1.126 1.022 -0.128  -0.8283
45 H -0.224 -3.560 0.522  0.3892

Forces on the atoms, in the same order (eV/Å):
C -0.11 -0.66 -0.11
H -0.08 -0.08 0.25
H 0.34 0.00 0.89
H 0.10 -0.13 -0.29
H -0.27 0.02 0.24
O 0.00 0.39 0.43
C 1.32 -0.01 0.49
H 0.11 0.03 -0.20
C 0.90 1.91 -0.32
H -0.08 0.00 -0.39
C 0.04 -0.61 0.81
H -0.23 0.03 0.37
H 0.02 0.02 0.07
C -0.77 -0.31 -0.87
H -0.14 -0.25 0.27
H -0.07 -0.34 0.39
H -0.28 -0.05 1.09
C 0.74 0.05 0.42
O -0.01 0.07 -0.26
C -0.01 -0.52 -1.82
C 0.10 0.62 0.60
H 0.33 0.34 0.37
H -0.05 -0.65 -0.01
C -0.52 0.65 -0.05
C 1.01 -0.20 -0.98
H 0.34 -0.02 -0.16
N 0.80 -0.78 -0.21
H 0.38 0.16 0.24
H -0.02 0.07 0.21
C -0.66 0.94 -0.36
H 0.12 -0.25 -0.35
C -0.44 -1.89 0.17
H -0.42 0.18 -0.44
H 0.01 0.08 0.04
O -0.34 -0.48 -0.65
C -0.32 -0.02 -0.55
H -0.05 -0.27 0.03
C 0.66 0.49 0.03
C -0.77 1.32 0.00
C -2.97 0.67 -0.99
C 2.29 -0.87 0.29
H -0.14 0.27 0.31
H 0.77 -0.01 -0.56
C -1.09 0.42 1.37
H -0.54 -0.33 0.21

---

# C44H45MnN5O4P

A structure of composition C44H45MnN5O4P in a non-equilibrium geometry (ωB97M-V with the def2-TZVPD basis set, OMol25).

Results
Multiplicity: 2
F_max, eV/Å: 1.79
HOMO-LUMO gap (spin up / spin down), eV: 5.2256 / 5.6877
DFT total energy, hartree: -3770.624585
Total charge: -1
<S²>: 0.9753

Last column: Mulliken charge in e.
Atoms and positions in Å:
1 C 0.312 -1.797 3.102  1.4728
2 H 1.714 3.681 4.320  0.4009
3 H 1.559 -0.714 1.741  0.1141
4 H -2.672 -1.425 5.030  0.3269
5 H -4.092 3.673 -3.463  0.4581
6 H -4.299 -3.419 0.832  0.4073
7 O 0.394 -1.184 -0.209  -0.6109
8 H 3.361 6.202 -2.628  0.3634
9 H -0.946 -3.412 2.434  0.3220
10 C -0.312 -2.637 1.995  -1.5890
11 H 4.296 1.371 -3.797  0.3795
12 Mn -0.312 0.764 -0.170  0.3017
13 H -4.990 0.050 -1.780  0.5748
14 H -1.507 1.806 1.852  -0.4797
15 C 0.568 4.066 -0.955  0.8923
16 C -3.266 3.893 0.293  -0.7085
17 C -3.566 -3.128 4.113  -0.9215
18 H -1.816 3.226 -2.680  0.4982
19 C 0.261 5.005 -1.938  -0.8141
20 H 2.833 -0.279 3.754  0.3417
21 C 0.728 5.415 3.613  -0.5951
22 H -3.081 0.407 -0.218  -0.6223
23 C -1.327 0.726 1.832  0.1143
24 C -3.956 -2.982 1.762  -0.8148
25 H -3.319 -1.187 0.816  0.3639
26 C -2.935 -1.107 2.922  -0.2153
27 C -2.952 0.414 -1.289  0.2631
28 H 0.926 -3.629 4.064  0.4821
29 H 2.200 -2.865 3.117  0.4007
30 H -4.532 0.899 3.146  0.4940
31 C -4.561 4.136 -0.146  -0.9130
32 C 1.817 0.111 3.735  -0.9178
33 H 1.175 6.044 4.376  0.3544
34 H 1.767 -2.223 4.712  0.3901
35 C -0.167 5.983 2.661  -1.1256
36 C 3.431 1.245 -3.159  -0.7571
37 H -1.177 0.261 4.689  0.3337
38 P -0.607 2.985 -0.008  3.1394
39 C -3.723 0.282 -3.527  -0.6739
40 C -2.439 0.339 2.886  3.0815
41 C 2.165 1.305 -3.692  -1.0201
42 H -2.186 0.619 -4.983  0.4449
43 C -4.869 4.061 -1.496  -0.9292
44 N 1.188 0.973 -1.538  1.2236
45 H -0.156 1.196 -4.440  0.2630
46 C 0.431 3.181 2.632  0.0646
47 H 4.546 0.926 -1.324  0.4977
48 H -1.259 5.623 0.881  0.4191
49 H -4.451 -4.706 2.954  0.3632
50 C 1.035 4.091 3.585  -1.7353
51 C 2.585 5.607 -2.163  -0.7670
52 C -4.036 -3.705 2.946  -0.5689
53 H 2.008 1.465 -4.751  0.4620
54 N 0.066 0.683 2.367  1.1087
55 H -3.612 -3.676 5.047  0.3847
56 H -2.842 0.783 4.984  0.6505
57 C -0.406 3.794 1.600  1.5089
58 C 2.438 0.881 -1.038  -0.3829
59 C -3.413 -1.710 1.757  -0.1514
60 C 1.260 5.768 -2.533  -0.7084
61 C -3.682 1.179 2.518  -1.6541
62 H -0.452 -1.540 3.841  -0.5299
63 H 1.346 -0.049 4.715  0.3747
64 C 3.576 1.006 -1.792  -1.0304
65 C -2.011 0.830 4.275  -2.7225
66 C -3.031 -1.844 4.099  -0.3807
67 H 0.469 -3.113 1.399  0.6585
68 C -3.995 0.226 -2.162  -1.4687
69 C 0.951 -0.486 2.626  0.4122
70 N -0.196 1.146 -3.437  0.7442
71 C -2.579 3.493 -1.959  -0.7045
72 C -3.868 3.743 -2.405  -0.8983
73 C 0.727 1.835 2.768  0.2286
74 H 3.932 4.568 -0.846  0.4335
75 H -0.765 5.176 -2.229  0.4165
76 C 1.909 3.934 -0.575  -0.4243
77 C -0.666 5.168 1.670  -0.2943
78 H -0.909 -2.036 1.319  -0.1892
79 C 2.904 4.689 -1.167  -0.6521
80 H -5.879 4.249 -1.839  0.3688
81 H -4.505 0.128 -4.259  0.3885
82 O 1.882 1.499 3.468  -0.5075
83 C 1.368 -2.666 3.799  -1.8527
84 H 0.993 6.497 -3.290  0.4401
85 H -1.684 1.869 4.199  0.2655
86 H -5.331 4.383 0.575  0.4326
87 C -2.440 0.554 -3.932  -1.3794
88 N 0.539 -1.954 -1.217  0.6901
89 O -0.031 -1.676 -2.279  -0.6394
90 H 2.164 3.248 0.227  0.2603
91 C -1.439 0.749 -2.969  -0.1030
92 C 1.059 1.133 -2.851  0.3758
93 N -1.683 0.648 -1.665  1.3528
94 H -3.031 3.969 1.347  0.4610
95 H 2.492 0.707 0.031  -0.0217
96 H -3.472 2.238 2.676  0.3981
97 C -2.252 3.569 -0.602  0.2799
98 O 1.216 -2.967 -1.076  -0.8018
99 H -3.980 1.050 1.476  0.2109
100 H -0.409 7.038 2.679  0.4214

Forces on the atoms, in the same order (eV/Å):
C -0.04 -0.03 0.01
H -0.01 -0.02 -0.01
H -0.07 0.08 0.03
H 0.00 0.00 0.01
H 0.00 -0.01 0.01
H 0.00 0.00 0.01
O 0.10 -0.02 -0.13
H 0.00 0.00 0.00
H 0.01 -0.01 0.05
C -0.10 -0.07 0.09
H 0.01 0.00 -0.01
Mn -0.38 0.61 -0.45
H -0.03 -0.01 -0.01
H -0.05 -0.17 0.03
C 0.06 0.13 0.03
C -0.06 0.06 0.00
C 0.01 0.00 0.00
H 0.00 0.04 0.03
C 0.04 -0.03 0.09
H -0.03 0.00 0.00
C -0.33 0.42 -0.28
H 0.01 0.00 -0.01
C -0.18 0.10 -0.18
C 0.02 -0.01 0.01
H 0.02 0.03 0.01
C 0.02 -0.01 -0.03
C 0.04 -0.01 -0.09
H 0.00 0.02 -0.02
H 0.01 0.00 0.00
H 0.01 -0.01 0.01
C -0.02 -0.02 0.00
C -0.04 -0.21 -0.04
H -0.01 0.00 -0.05
H 0.01 0.00 0.03
C 0.36 -0.16 0.43
C -0.05 0.02 -0.01
H 0.00 -0.02 0.01
P 0.09 -0.50 -0.51
C -0.08 -0.01 -0.01
C 0.17 -0.07 0.05
C 0.18 0.00 0.00
H -0.01 -0.01 -0.03
C 0.00 0.02 0.02
N 0.08 -0.17 0.37
H 0.01 0.00 0.01
C -0.31 1.19 -0.27
H 0.04 0.00 -0.01
H 0.05 -0.08 0.03
H 0.00 0.00 0.00
C -0.20 -0.47 -0.22
C -0.02 -0.03 0.05
C 0.00 0.00 0.00
H 0.03 0.00 -0.02
N 0.60 0.83 0.16
H 0.00 -0.01 0.00
H 0.02 0.02 0.04
C 0.40 0.12 0.57
C -0.17 -0.01 -0.14
C 0.03 0.00 -0.05
C 0.03 -0.03 -0.05
C 0.04 0.01 -0.02
H 0.00 0.00 -0.01
H 0.01 0.03 -0.04
C 0.04 -0.01 -0.11
C -0.07 -0.04 0.07
C 0.01 -0.02 0.03
H -0.04 0.02 -0.01
C -0.02 -0.02 -0.02
C 0.12 0.01 0.30
N 0.09 0.03 0.07
C 0.06 0.06 -0.05
C 0.01 0.02 0.04
C 0.13 -1.78 0.12
H 0.01 -0.01 -0.01
H -0.04 -0.02 0.00
C -0.11 0.03 0.04
C -0.03 -0.14 0.01
H -0.04 -0.04 0.08
C 0.03 0.07 -0.06
H 0.00 0.00 0.01
H -0.01 0.00 -0.01
O -0.46 0.42 -0.42
C -0.01 0.01 0.00
H 0.00 0.00 -0.01
H -0.02 0.02 0.00
H -0.02 0.00 0.00
C 0.04 0.00 0.01
N -0.45 0.30 0.15
O 0.10 -0.03 -0.10
H -0.02 0.00 -0.05
C -0.14 -0.09 0.00
C -0.09 -0.02 0.14
N 0.29 -0.10 0.18
H -0.05 -0.02 0.00
H -0.04 0.01 -0.03
H 0.00 0.01 -0.01
C 0.08 0.06 0.11
O 0.31 -0.25 -0.03
H 0.03 -0.01 0.02
H 0.04 -0.01 0.04

---

Which formula does entry 1 have? C18H23NO3

---

Number 2 is which compound? C44H45MnN5O4P

---

Which of these has the highest DFT total energy? C18H23NO3